# 1
{
  "formula": "C2H2Cl2O2",
  "method": "the ωB97M-V functional and the def2-TZVPD basis",
  "homo_lumo_gap_ev": [8.8327, 8.8301],
  "largest_force_ev_per_a": 5.0,
  "total_energy_ha": -1148.1639,
  "e_above_lowest_ev": 3.876,
  "e_lumo_ev": [-0.6, -0.6],
  "charge": 0,
  "homo_energy_ev": [-9.45, -9.44],
  "species": ["C", "C", "O", "O", "Cl", "Cl", "H", "H"],
  "coordinates": [[-1.89210, 0.69291, -1.97262], [-0.37511, 0.04128, 0.05199], [-1.12498, 1.43153, -2.42066], [-0.79304, -0.74956, -0.89491], [-3.43454, 0.29833, -1.83543], [-1.68886, 0.74696, 1.04162], [0.31099, -0.59458, 0.80586], [0.35331, 0.81731, -0.10710]],
  "lowdin_charge": [-0.760, -0.840, 0.165, -0.205, 0.926, 0.534, 0.123, 0.056]
}

***

# 2
{
  "formula": "C15H39FN4O4P",
  "method": "the ωB97M-V functional and the def2-TZVPD basis",
  "homo_lumo_gap_ev": 4.4202,
  "largest_force_ev_per_a": 1.8,
  "total_energy_ha": -1555.9913,
  "e_above_lowest_ev": 0.803,
  "e_lumo_ev": 1.8,
  "charge": -1,
  "homo_energy_ev": -2.66,
  "species": ["F", "C", "C", "C", "P", "H", "H", "H", "H", "H", "H", "H", "H", "H", "H", "H", "C", "O", "N", "C", "C", "H", "H", "H", "H", "H", "H", "H", "C", "O", "N", "C", "C", "H", "H", "H", "H", "H", "H", "H", "C", "O", "N", "C", "C", "H", "H", "H", "H", "H", "H", "H", "C", "O", "N", "C", "C", "H", "H", "H", "H", "H", "H", "H"],
  "coordinates": [[3.17705, -3.39667, -4.59774], [3.68917, -2.13857, -4.84756], [2.60805, -1.00564, -4.80724], [1.42400, -1.30246, -3.82909], [-0.31566, -1.42663, -4.64429], [4.48458, -1.89994, -4.12283], [4.08319, -2.17409, -5.88059], [3.07988, -0.05710, -4.47573], [2.28607, -0.83610, -5.85156], [1.56873, -2.22161, -3.22578], [1.37903, -0.46876, -3.09463], [-0.06675, -2.77075, -5.16666], [-0.80815, -1.94665, -3.36198], [-0.55976, -0.02576, -4.21343], [0.15544, -0.88190, -5.92707], [-1.69070, -1.44088, -5.15283], [0.59145, -1.71341, 0.51832], [0.18762, -1.17992, -0.49011], [1.85229, -2.16957, 0.71223], [2.26035, -2.79494, 1.95218], [2.82177, -2.02402, -0.36197], [-0.06433, -1.87169, 1.39289], [3.07815, -2.22232, 2.39748], [2.60114, -3.81357, 1.75086], [1.42926, -2.83175, 2.65566], [2.93694, -0.96699, -0.60943], [2.46540, -2.54636, -1.24984], [3.78281, -2.43493, -0.05711], [2.47641, 1.48183, 2.86090], [3.41719, 1.65907, 3.61207], [1.23526, 1.98286, 3.04239], [0.15361, 1.73192, 2.10468], [0.97735, 2.79722, 4.21271], [2.56703, 0.87794, 1.94352], [-0.20608, 2.67835, 1.71005], [-0.66005, 1.22326, 2.62577], [0.49444, 1.10697, 1.27934], [1.63673, 3.66838, 4.20452], [1.18398, 2.21701, 5.11483], [-0.06056, 3.12403, 4.21721], [-2.66833, 4.66687, 2.93842], [-2.06027, 3.79738, 2.35209], [-2.25749, 5.95063, 3.05630], [-3.03190, 6.94390, 3.77152], [-0.99891, 6.33882, 2.44357], [-3.63220, 4.47250, 3.43580], [-3.29767, 7.75666, 3.09177], [-2.43782, 7.34362, 4.59668], [-3.94401, 6.50427, 4.17196], [-1.04330, 6.15182, 1.36935], [-0.18826, 5.74126, 2.86475], [-0.80426, 7.39411, 2.62225], [-3.40454, -5.34640, -0.87616], [-2.80008, -6.22524, -1.45645], [-2.99869, -4.06356, -0.76064], [-3.78066, -3.07876, -0.04642], [-1.73919, -3.65189, -1.36995], [-4.37035, -5.53789, -0.37626], [-4.05025, -2.26757, -0.72599], [-3.18987, -2.67455, 0.77961], [-4.69112, -3.52613, 0.35321], [-1.78118, -3.83391, -2.44277], [-0.92457, -4.24436, -0.94561], [-1.55743, -2.59739, -1.18715]],
  "lowdin_charge": [-0.080, -0.245, -0.255, -0.437, 0.161, 0.095, 0.099, 0.089, 0.065, 0.035, 0.045, -0.080, -0.091, -0.094, -0.096, -0.119, -0.374, 0.015, -0.195, -0.068, -0.034, 0.129, 0.085, 0.087, 0.079, 0.092, 0.080, 0.085, -0.357, -0.006, -0.188, -0.047, -0.049, 0.129, 0.067, 0.093, 0.075, 0.088, 0.089, 0.072, -0.340, 0.012, -0.200, -0.063, -0.035, 0.133, 0.088, 0.088, 0.082, 0.098, 0.086, 0.085, -0.375, 0.002, -0.195, -0.066, -0.045, 0.121, 0.093, 0.082, 0.074, 0.088, 0.093, 0.052]
}

***

# 3
{
  "formula": "H2P4S3",
  "method": "the ωB97M-V functional and the def2-TZVPD basis",
  "homo_lumo_gap_ev": [2.8250, 4.2653],
  "largest_force_ev_per_a": 1.8,
  "multiplicity": 3,
  "total_energy_ha": -2561.1626,
  "e_above_lowest_ev": 0.525,
  "e_lumo_ev": [5.4, 4.5],
  "charge": -2,
  "homo_energy_ev": [2.56, 0.28],
  "species": ["P", "P", "P", "P", "S", "S", "S", "H", "H"],
  "coordinates": [[-0.13473, 1.62910, 0.06163], [1.09908, -1.65220, -0.32278], [1.65898, 0.33869, 0.63067], [-1.64948, 0.17955, -0.65617], [3.42789, 0.70814, -0.11854], [-3.38920, 0.65662, 0.31138], [-0.88077, -1.91759, 0.39578], [-0.78258, 1.47126, 1.34589], [0.65081, -1.41356, -1.64785]],
  "lowdin_charge": [0.129, 0.011, -0.308, -0.383, -0.271, -0.421, -0.349, -0.197, -0.212]
}